Entry 1:
An isolated molecule of C15H19N3O3, computed with the ωB97M-V functional and the def2-TZVPD basis.

## Properties
Gap between HOMO and LUMO ... 8.0072 eV
Net charge ... 0
Structure (SMILES) ... CCN1CCN(C(=O)/C=C/c2ccc([N+](=O)[O-])cc2)CC1
M ... 289.335 g/mol
E_HOMO ... -9.0 eV

Cartesian coordinates (Å):
O (8.200, 0.036, 0.299)
O (-0.363, 2.773, 0.245)
O (7.410, -1.929, -0.064)
N (7.283, -0.733, 0.096)
N (-3.890, -0.430, 0.047)
N (-1.511, 1.001, -0.524)
C (4.875, -1.036, -0.188)
C (-2.774, 1.694, -0.384)
C (-2.615, -1.113, -0.057)
C (4.484, 1.690, 0.162)
C (-5.393, -2.390, 0.059)
C (-0.369, 1.607, -0.121)
C (3.601, -0.514, -0.239)
C (-1.704, -0.340, -1.015)
C (5.761, 1.178, 0.218)
C (-4.872, -1.175, 0.818)
C (2.058, 1.452, -0.100)
C (0.884, 0.812, -0.136)
C (5.954, -0.189, 0.043)
C (-3.684, 0.913, 0.562)
C (3.380, 0.857, -0.061)
H (-2.572, 2.692, 0.008)
H (6.617, 1.812, 0.393)
H (4.324, 2.749, 0.298)
H (0.822, -0.263, -0.109)
H (2.023, 2.535, -0.085)
H (-0.758, -0.862, -1.146)
H (-2.201, -0.279, -1.990)
H (-4.651, 1.416, 0.626)
H (-2.779, -2.115, -0.454)
H (5.057, -2.091, -0.326)
H (-2.119, -1.200, 0.929)
H (-5.710, -0.499, 1.008)
H (-4.466, -1.489, 1.797)
H (-4.644, -3.174, -0.011)
H (-6.260, -2.796, 0.573)
H (-3.231, 0.898, 1.570)
H (-3.252, 1.774, -1.366)
H (2.770, -1.175, -0.427)
H (-5.685, -2.095, -0.945)

Cartesian forces, eV/Å:
0.2 0.1 0.0
0.1 0.1 0.1
0.1 -0.2 0.0
0.6 -0.3 0.0
0.0 0.1 0.1
-0.2 0.0 -0.1
0.3 -0.1 0.0
-0.2 0.3 0.4
0.1 0.0 -0.3
-0.3 -0.2 -0.1
0.1 0.2 0.2
0.0 0.3 0.0
0.0 0.3 0.0
0.0 -0.5 0.1
0.4 -0.3 0.0
-0.1 -0.1 -0.1
-0.8 0.0 0.0
0.5 0.1 0.1
-1.3 0.6 0.0
0.1 0.2 -0.2
0.6 -0.3 0.0
-0.1 -0.1 -0.1
0.0 0.0 0.0
0.0 0.1 0.0
0.1 -0.1 0.0
-0.1 0.1 0.0
0.0 0.1 0.0
0.1 -0.1 0.0
0.0 0.0 0.0
0.0 0.0 0.0
0.0 0.0 0.0
0.0 0.0 -0.1
0.1 0.0 0.1
0.0 0.1 0.0
0.0 -0.1 0.0
-0.1 -0.1 0.0
0.0 0.0 0.0
0.0 0.0 0.0
-0.1 -0.1 0.0
-0.1 0.0 -0.1

---

Entry 2:
A structure of composition H26O13Xe, computed with the ωB97M-V functional and the def2-TZVPD basis.

## Properties
Gap between HOMO and LUMO ... 10.6432 eV
Net charge ... 0
M ... 365.485 g/mol
E_HOMO ... -10.6 eV

Cartesian coordinates (Å):
Xe (-0.998, -0.003, 0.015)
O (0.983, -2.905, 1.312)
O (0.200, 0.287, 3.831)
O (-0.362, 3.050, -1.915)
O (0.586, 3.603, 0.775)
O (2.491, 0.056, -1.748)
O (-1.009, -2.055, -3.315)
O (-2.186, 3.466, 2.051)
O (-3.815, -1.120, -2.432)
O (2.968, -1.103, 0.922)
O (-1.297, -2.013, 2.756)
O (-0.053, -3.737, -1.032)
O (2.061, 1.397, 2.058)
O (-0.050, 0.380, -3.358)
H (-0.223, 2.273, -2.457)
H (-0.125, 3.579, 1.415)
H (1.559, 2.160, 1.771)
H (-0.514, -2.722, -2.840)
H (-1.137, -2.440, 3.598)
H (2.617, 1.727, 2.764)
H (-1.061, -1.097, 2.904)
H (2.898, -0.328, 1.479)
H (-0.184, 0.964, 4.388)
H (-2.642, 3.845, 1.300)
H (-4.120, -0.314, -2.851)
H (2.513, 0.993, -1.556)
H (-0.998, -3.693, -0.890)
H (-3.073, -1.401, -2.967)
H (0.224, 3.710, -2.287)
H (0.297, 0.528, -4.238)
H (0.931, 0.723, 3.392)
H (0.093, -4.603, -1.413)
H (0.189, -2.695, 1.803)
H (0.726, 0.251, -2.813)
H (-2.537, 2.578, 2.122)
H (2.158, -1.588, 1.082)
H (2.479, -0.365, -0.889)
H (0.224, 3.175, -0.001)
H (0.665, -3.301, 0.500)
H (-0.478, -1.262, -3.238)

Cartesian forces, eV/Å:
0.0 0.1 0.0
0.6 0.0 0.4
-0.6 -0.4 0.4
0.0 0.3 0.4
0.8 -0.1 0.6
-0.5 0.3 -1.1
-0.6 -0.8 -0.2
0.3 0.1 0.2
-0.4 0.0 0.3
0.7 0.5 -0.6
-0.3 -0.5 -0.3
0.1 0.0 -0.4
0.3 -0.5 0.6
-0.3 0.8 -0.1
-0.2 -0.7 -0.3
-0.6 0.1 0.2
-0.4 0.8 -0.8
0.1 -0.2 0.2
0.0 -0.1 0.3
0.4 0.2 0.1
0.4 0.6 0.2
-0.1 0.3 0.0
-0.2 0.1 0.2
-0.1 0.2 -0.2
-0.1 0.2 -0.1
0.2 0.3 0.2
-0.5 0.1 0.1
0.6 -0.3 -0.1
0.1 0.3 -0.1
0.1 0.0 -0.4
0.4 0.1 -0.7
0.2 -0.4 -0.1
-0.5 0.3 0.4
1.0 -0.2 0.7
-0.1 -0.3 0.0
-0.7 -0.9 0.2
0.3 -0.5 1.0
-0.3 -0.2 -0.7
0.0 -0.2 -0.5
0.0 0.6 -0.1

---

Entry 3:
An isolated molecule of C10H9N3O2, computed with the ωB97M-V functional and the def2-TZVPD basis.

## Properties
Gap between HOMO and LUMO (alpha / beta) ... 8.7217 / 8.7183 eV
Net charge ... 0
Structure (SMILES) ... O=N/N=N\O[C@H]1C=Cc2ccccc2C1
M ... 203.201 g/mol
E_HOMO (alpha / beta) ... -8.6 / -8.6 eV

Cartesian coordinates (Å):
O (-0.342, 0.524, -2.484)
O (-3.097, -2.603, -2.088)
N (-2.098, -0.626, -1.899)
N (-1.657, 0.452, -2.082)
N (-2.648, -1.556, -2.378)
C (1.821, -1.112, 0.818)
C (-0.609, -0.417, 2.073)
C (0.946, -0.106, 0.313)
C (0.233, -1.455, 2.620)
C (-0.219, 0.281, 0.926)
C (-0.854, 1.504, 0.468)
C (1.454, 0.655, -0.928)
C (-0.593, 2.107, -0.686)
C (1.410, -1.754, 2.010)
C (0.415, 1.458, -1.632)
H (0.156, -1.843, 3.582)
H (1.978, -0.174, -1.574)
H (2.215, 1.279, -0.563)
H (2.835, -1.220, 0.406)
H (-1.726, 1.867, 1.162)
H (-1.487, -0.116, 2.717)
H (0.779, 2.174, -2.323)
H (2.194, -2.389, 2.517)
H (-1.106, 3.069, -0.974)

Cartesian forces, eV/Å:
0.4 -1.1 -0.1
-0.7 -2.0 1.8
0.7 -1.8 1.7
0.2 4.9 -0.1
-1.0 -0.7 -3.9
-1.7 1.0 0.8
0.1 -1.0 2.0
2.6 -1.1 -1.4
-1.0 2.4 -1.7
-0.3 -0.6 1.0
-2.6 0.9 1.6
0.2 -2.9 0.0
0.5 1.2 0.1
3.1 -0.3 -1.1
-1.9 -0.3 0.2
-1.1 -0.6 1.4
-1.1 1.9 0.7
1.3 1.2 0.3
-0.7 -0.2 0.1
1.8 -0.4 -1.4
0.9 -0.2 -1.1
0.7 0.6 -0.5
-1.2 0.5 -0.5
0.6 -1.4 0.2

---

Entry 4:
An isolated molecule of C4H6N2O2, computed with the ωB97M-V functional and the def2-TZVPD basis.

## Properties
Gap between HOMO and LUMO ... 9.8405 eV
Net charge ... 0
Structure (SMILES) ... C=C(O)/C=N\C(N)=O
M ... 114.104 g/mol
E_HOMO ... -9.4 eV

Cartesian coordinates (Å):
O (-1.976, 0.339, 0.707)
O (0.468, 1.556, 1.409)
N (-0.837, 0.358, -1.306)
N (-1.478, -1.611, -0.353)
C (1.958, -0.066, 0.534)
C (0.299, 0.875, -0.996)
C (-1.432, -0.265, -0.209)
C (0.920, 0.762, 0.386)
H (-0.486, 1.714, 1.241)
H (2.474, -0.127, 1.487)
H (2.275, -0.735, -0.257)
H (0.926, 1.370, -1.754)
H (-1.062, -2.024, -1.173)
H (-2.048, -2.145, 0.284)

Cartesian forces, eV/Å:
0.5 -0.1 -0.3
-0.3 0.0 -0.9
2.0 1.1 0.0
0.1 0.1 0.1
-0.3 0.2 0.3
-0.5 -0.3 0.1
-1.9 -0.7 0.5
0.7 -0.2 -0.1
0.4 -0.2 0.3
-0.2 -0.1 0.0
0.0 0.3 -0.1
-0.5 -0.1 0.1
-0.2 -0.1 0.2
0.2 0.0 -0.1

---

Entry 5:
A cluster of 14 separate species, C18H63ClO15P in total, computed with the ωB97M-V functional and the def2-TZVPD basis.

## Properties
Gap between HOMO and LUMO ... 8.5997 eV
Net charge ... +1
M ... 586.114 g/mol
E_HOMO ... -11.1 eV

Cartesian coordinates (Å):
Cl (6.487, -1.374, 1.837)
P (3.648, 1.594, 2.375)
O (2.627, 3.486, -3.538)
O (2.515, 4.014, 4.318)
O (-4.554, -3.042, -0.179)
O (-5.506, -0.571, -1.695)
O (-0.991, 1.030, -1.888)
O (-2.328, -6.670, 0.036)
O (7.197, 6.680, -0.385)
O (7.046, -0.862, 5.583)
O (2.177, -1.146, 0.273)
O (-3.005, -7.733, -4.201)
O (-7.181, -4.091, 0.542)
O (-9.654, 0.583, -2.626)
O (-2.015, -0.250, 1.692)
O (4.028, -1.396, 2.607)
O (4.433, 3.284, -0.044)
C (1.113, -0.233, 0.551)
C (8.033, 6.915, 0.745)
C (4.586, 0.508, 1.274)
C (1.917, 1.729, 1.979)
C (-1.660, -8.022, -4.557)
C (-3.502, -3.272, 0.760)
C (-6.480, 0.252, -1.072)
C (-9.969, -0.791, -2.802)
C (-2.959, -0.067, 0.629)
C (-2.923, -6.677, -1.267)
C (4.840, -0.805, 1.977)
C (8.363, -1.141, 5.116)
C (4.736, 4.591, -0.567)
C (-7.984, -3.799, -0.603)
C (-0.740, 2.313, -2.454)
C (2.880, 4.781, -4.082)
C (3.605, 4.933, 4.426)
C (1.193, 0.369, 1.954)
H (-9.776, -1.284, -1.851)
H (-2.591, -2.865, 0.330)
H (9.043, -0.948, 5.940)
H (-6.763, 1.024, -1.783)
H (1.498, 2.407, 2.720)
H (8.974, 6.365, 0.673)
H (-1.283, 2.448, -3.392)
H (2.552, 5.510, -3.345)
H (2.910, 2.835, -4.186)
H (0.173, 0.523, 2.298)
H (0.144, -0.712, 0.440)
H (-5.376, -3.401, 0.184)
H (4.670, 2.647, -0.725)
H (-3.149, 0.994, 0.458)
H (1.644, -0.342, 2.644)
H (-0.682, 0.365, -2.511)
H (0.325, 2.485, -2.630)
H (5.798, 4.701, -0.770)
H (4.048, 5.025, 3.435)
H (-6.085, 0.731, -0.169)
H (-3.538, -7.754, -5.002)
H (-9.820, 1.037, -3.457)
H (8.460, -2.186, 4.811)
H (2.109, 3.939, 5.187)
H (-7.483, -4.240, -1.460)
H (-7.379, -0.314, -0.810)
H (1.970, -1.993, 0.681)
H (5.524, 0.996, 1.026)
H (4.159, 4.772, -1.474)
H (6.436, -1.062, 4.868)
H (-7.610, -3.718, 1.318)
H (2.326, 4.945, -5.008)
H (-2.531, -0.496, -0.270)
H (-3.715, -2.754, 1.700)
H (-8.076, -2.722, -0.765)
H (3.854, 1.167, 3.683)
H (-2.396, 0.128, 2.490)
H (1.836, 2.208, 1.004)
H (-1.562, -9.015, -5.001)
H (8.634, -0.497, 4.274)
H (-1.076, -7.994, -3.639)
H (-2.228, -6.293, -2.016)
H (-8.979, -4.238, -0.510)
H (4.366, 4.576, 5.123)
H (8.248, 7.978, 0.873)
H (7.663, 6.992, -1.166)
H (-9.343, -1.256, -3.568)
H (1.200, 0.549, -0.200)
H (7.490, 6.564, 1.620)
H (3.947, 4.923, -4.271)
H (-1.098, 3.053, -1.740)
H (-3.899, -0.574, 0.852)
H (-5.255, -1.270, -1.073)
H (4.210, 2.858, 2.293)
H (-3.794, -6.028, -1.232)
H (4.022, 0.338, 0.357)
H (-1.256, -7.279, -5.249)
H (-3.363, -4.337, 0.953)
H (3.264, 5.919, 4.741)
H (-3.233, -7.684, -1.547)
H (-11.021, -0.937, -3.060)
H (4.448, 5.317, 0.188)
H (-1.558, -7.243, -0.003)

Cartesian forces, eV/Å:
0.2 -0.1 -0.1
-0.2 0.8 -0.3
0.1 0.0 0.0
0.2 -0.1 0.0
0.1 0.2 0.0
-0.1 0.0 0.2
0.2 0.0 0.0
0.0 0.1 -0.1
0.1 0.0 0.0
0.0 0.1 -0.1
0.1 0.0 -0.1
0.0 0.0 -0.1
0.1 0.1 0.0
0.0 -0.1 0.0
0.0 0.1 0.0
0.1 0.1 0.1
0.1 -0.2 0.0
0.1 -0.3 0.2
0.0 0.0 -0.1
0.4 0.1 0.2
-0.3 -0.5 0.2
-0.1 0.0 0.0
-0.4 0.0 -0.1
0.2 -0.2 -0.1
0.0 0.1 0.0
-0.1 0.1 0.2
0.2 -0.1 0.3
-0.3 -0.2 -0.1
-0.2 0.0 0.0
-0.1 -0.1 -0.1
0.0 0.0 0.0
0.0 -0.1 0.0
0.0 -0.1 0.0
-0.1 0.0 0.0
-0.2 0.2 -0.1
0.0 0.0 0.0
0.0 0.0 0.0
0.0 0.0 0.0
0.0 0.0 0.0
0.1 0.1 0.1
0.0 0.0 0.0
0.0 0.0 0.0
0.0 0.0 0.0
0.0 0.0 0.0
-0.1 0.1 0.0
0.0 0.0 -0.1
-0.1 -0.2 0.0
-0.1 0.1 -0.1
0.0 0.0 -0.1
0.0 -0.1 0.0
-0.1 0.0 0.0
0.0 0.0 0.0
0.0 0.0 0.0
0.0 0.0 0.0
0.0 0.0 0.0
0.0 0.0 0.0
0.0 0.0 0.0
0.1 0.0 0.0
-0.1 0.0 0.0
0.0 0.0 0.0
-0.1 0.1 0.0
0.0 0.1 0.0
0.0 0.1 0.0
0.0 0.0 0.0
0.0 -0.1 0.1
0.0 0.0 0.0
0.0 0.0 0.0
0.0 0.0 0.0
0.2 0.0 0.1
0.0 0.0 0.0
-0.1 -0.1 0.1
0.0 -0.1 0.0
0.2 0.2 0.0
0.0 0.0 0.0
0.1 0.0 0.0
0.0 0.0 0.0
-0.1 0.0 -0.1
0.0 0.0 0.0
0.0 0.0 0.0
0.0 0.0 0.0
0.0 0.0 0.0
0.0 0.0 0.0
-0.2 0.0 -0.1
0.0 0.0 0.0
0.0 0.1 0.0
0.0 0.0 0.0
0.0 0.0 -0.1
0.1 -0.1 -0.1
0.2 0.0 0.1
0.0 0.0 0.0
-0.2 -0.2 0.1
0.0 0.0 0.0
0.0 0.0 0.0
0.0 0.0 0.0
-0.1 0.0 -0.1
0.0 0.0 0.0
0.0 0.0 0.0
0.0 0.0 0.1

---

no.,maximum force (eV Å⁻¹)
1,1.44
2,1.28
3,4.87
4,2.29
5,0.83